1.
Below is C3H4F2N2 as an isolated structure at a distorted geometry, with properties calculated with wB97M-V/def2-TZVPD.

## Properties
F_max: 6.4 eV/A
energy relative to the best compared isomer or geometry (same formula, charge and spin): 172.0 kJ/mol
orbital gap: 0.3779 Eh
HOMO level: -9.550 eV

The geometry in XYZ format:
```
11
Properties=species:S:1:pos:R:3:forces:R:3:lowdin_charge:R:1
C 0.187420 -1.567518 -0.429922 -0.2 1.3 -1.0 -0.226
C -0.539080 -0.311710 -0.376479 2.4 1.9 3.3 -0.220
C 0.853189 1.160543 -0.258854 -2.1 -6.1 -0.6 -0.170
N 0.862286 -2.445543 -0.707784 0.5 -1.0 0.2 0.170
N -1.301641 -0.207245 0.857158 0.7 -1.2 0.3 0.003
F 0.765777 1.426380 1.055993 1.3 0.4 -1.1 0.049
F 1.969257 0.471308 -0.730819 -0.9 1.9 1.5 0.012
H -1.169074 -0.185029 -1.178871 -0.9 0.5 -2.2 0.083
H 0.531092 1.898254 -0.935305 0.1 1.4 -0.4 0.121
H -0.939145 -0.988080 1.470713 -0.8 2.0 -0.2 0.103
H -1.220083 0.748644 1.234167 -0.1 -1.2 0.2 0.076
```
Forces are in eV/Å.



2.
Below is C3H4F2N2O in the gas phase at a distorted geometry, with properties calculated with wB97M-V/def2-TZVPD.

## Properties
F_max: 7.3 eV/A
energy relative to the best compared isomer or geometry (same formula, charge and spin): 217.2 kJ/mol
structure (SMILES): O=C1NNCC1(F)F
orbital gap: 0.3520 Eh
HOMO level: -8.990 eV

The geometry in XYZ format:
```
12
Properties=species:S:1:pos:R:3:forces:R:3:lowdin_charge:R:1
O -0.120791 2.526828 0.218930 1.3 -4.8 -1.6 0.028
C 0.090690 1.284041 -0.053580 -1.7 5.3 1.0 -0.300
N 1.253157 0.604786 -0.220948 -0.7 6.9 -2.2 -0.004
N 1.169733 -0.572281 0.320620 -1.8 -6.3 3.1 -0.043
C -0.326070 -1.093329 0.106373 1.5 -1.1 -1.8 0.015
C -1.078555 0.263324 -0.010060 1.6 -2.6 0.4 -0.519
F -2.023395 0.333115 -0.940932 0.2 0.3 -1.5 0.137
F -1.747508 0.327462 1.114976 -1.0 1.2 2.5 0.130
H 2.143108 1.161098 -0.225885 -1.2 -1.0 0.5 0.201
H 1.657541 -1.171775 -0.272604 1.2 -1.6 -0.8 0.084
H -0.275708 -1.746805 -0.820396 -0.2 1.5 0.3 0.128
H -0.742199 -1.916468 0.783503 0.9 2.0 0.2 0.142
```
Forces are in eV/Å.



no.,LUMO energy (Eh)
1,0.02691
2,0.02159